ORCA calculation (wB97M-V/def2-TZVPD) on a molecular structure, C48H124AsF6N7O7.

Values from the calculation:
Max |F|, eV/Å: 3.57
Total charge: +6
Gap between HOMO and LUMO, eV: 9.1
Energy relative to the best compared isomer or geometry (same formula, charge and spin), kcal per mole: 24.5

Geometry as XYZ:
```
193
Properties=species:S:1:pos:R:3:forces:R:3:lowdin_charge:R:1
As -1.025010 16.691799 12.406114 -0.4732 -0.0887 0.5957 0.902
F -0.654377 18.357336 11.959919 -0.2783 -0.9194 -0.2336 -0.297
F -2.693340 17.239862 12.973284 1.8837 -0.5666 -0.6067 -0.345
F -1.738847 16.362736 10.796725 0.8419 0.2415 1.2262 -0.312
F -1.479794 15.025300 12.934835 0.8274 1.7201 -0.5763 -0.307
F 0.651250 16.168214 11.871832 -2.1222 0.3615 0.3865 -0.333
F -0.311839 17.099886 13.986676 -0.6884 -0.7107 -0.8580 -0.307
O -3.473329 20.074589 18.966332 -1.9578 -0.6853 0.6950 -0.202
O 0.443517 26.091249 3.234618 1.0919 -2.8951 0.4017 -0.220
O 4.900386 18.894491 17.784923 -0.0320 0.4818 -0.3050 -0.216
O 2.899068 15.433240 5.175198 1.8966 -0.8434 0.5945 -0.189
O 2.140238 8.723769 11.319598 0.5166 -0.8217 -1.0571 -0.182
O 1.721839 12.390931 19.576291 1.3713 -0.9000 -0.1486 -0.202
O -6.492059 19.318222 10.052225 -0.3908 -0.7304 -0.1194 -0.185
N -7.324246 16.826790 10.694649 -0.3700 0.1513 0.2007 0.249
N 0.722863 13.170897 4.451121 -0.5519 -1.5536 2.0409 -0.206
N 5.289262 19.391874 14.688391 1.8168 0.2210 1.4571 -0.193
N 4.189237 6.725552 10.737340 0.0156 0.4638 0.4467 0.249
N -5.172772 21.879179 17.245614 0.0369 1.0274 -0.8507 -0.214
N 2.239017 24.171438 4.915323 0.9425 0.8229 -0.2857 -0.212
N 3.069714 9.582169 19.845647 -0.0938 0.5395 -1.0034 -0.216
C 1.364750 23.937236 3.674635 -1.5597 -0.8006 1.0844 -0.084
C 1.201943 25.043386 2.650688 0.8237 0.2688 -0.0093 -0.183
C 4.655906 11.426997 21.012732 -1.7078 -2.1103 -1.3079 -0.019
C 4.305701 22.570352 4.264480 -1.7625 0.5546 -0.0513 -0.052
C -0.510747 13.616981 5.373631 0.1792 -0.1900 -1.8430 0.047
C 5.040610 18.709777 19.190448 0.6331 0.1548 0.5930 -0.088
C 1.833277 7.322853 11.464666 1.5169 0.3376 2.9443 -0.166
C 4.874944 20.781290 15.270020 -1.4209 0.7128 0.3673 -0.118
C 1.714855 10.073826 20.491576 0.2293 1.4440 -1.3171 -0.032
C 3.321892 21.003448 15.532463 0.6659 -2.1860 0.2104 -0.036
C -3.454777 23.129345 15.715224 0.1283 -1.5067 1.0444 -0.064
C -3.088847 19.767153 20.338881 0.0261 0.7600 0.0449 -0.073
C 5.019722 19.460878 13.180088 -3.0107 -0.1407 1.5115 -0.197
C 1.960034 13.070941 5.351768 0.0308 3.1525 1.6782 -0.080
C 0.578429 23.471784 6.835923 1.5177 0.0498 0.3259 -0.038
C 4.760295 18.122808 15.504554 -0.5412 0.0211 -0.3491 -0.029
C 4.978522 7.807500 20.338581 -0.8115 0.8721 1.0248 -0.030
C 0.393237 27.326312 2.632448 -0.2975 1.4318 0.3052 -0.092
C -3.665670 22.035404 16.825375 0.0439 2.1529 0.4393 -0.141
C 5.543664 18.319129 12.446049 1.5807 -0.0413 -2.0476 -0.080
C -7.956994 17.465207 9.509802 0.5110 1.4111 -0.3829 -0.327
C 6.816756 19.310347 14.801351 0.0671 1.0315 0.2891 -0.003
C -5.513217 20.339646 17.468810 1.2607 1.7890 -0.7186 -0.029
C 2.814979 9.075636 18.397854 -0.2289 0.5958 0.9483 0.019
C 2.727632 6.318867 10.767386 -0.0821 2.0109 -2.8482 -0.338
C 2.549393 4.904212 11.161611 -0.1659 -1.1699 -0.1597 -0.021
C 3.570679 8.423607 20.741658 0.4585 -0.4389 -0.8425 -0.132
C 2.251608 14.487590 6.004983 -0.5651 0.6330 -1.1239 -0.193
C 2.089871 25.644391 5.394893 0.4531 -0.0636 -0.3849 0.022
C 1.471489 9.578166 12.241948 -1.9538 0.0269 -0.0389 -0.089
C -6.048360 22.394445 16.085275 -0.1046 -2.5003 -0.2474 -0.026
C 0.524662 10.615082 5.223429 -1.0840 0.5314 -1.1397 -0.056
C 0.974097 11.229280 19.728306 0.1589 -1.1881 0.5218 -0.227
C -5.554513 22.863537 18.409443 0.1829 -2.0011 0.8450 -0.127
C 5.304564 17.830988 16.901160 0.1175 1.8309 2.0926 -0.178
C -0.459231 14.081650 2.375972 0.6402 -0.3008 0.1703 -0.051
C 1.906908 23.150740 6.026632 -1.3721 -0.1719 -0.5894 -0.129
C -7.043346 22.821797 18.745797 -0.3254 1.3904 -0.0440 -0.066
C 3.757544 24.009965 4.441916 0.1031 -0.2197 0.5003 -0.122
C 4.215358 10.687132 19.650722 0.1169 0.9745 2.3106 -0.115
C 1.010583 13.444023 18.973420 -1.4739 -0.7288 0.7838 -0.070
C -4.908929 19.768014 18.804151 0.4199 1.3763 -1.2967 -0.139
C 0.828901 14.079795 3.226786 -0.2917 -0.0612 -1.1793 -0.144
C -7.789748 19.007097 9.597351 0.4053 0.0180 -0.0112 -0.164
C -5.522264 19.306385 9.030907 1.2840 1.2675 0.0618 -0.097
C -9.368346 17.068160 9.404408 -2.5199 -0.3541 -1.4028 -0.044
C 4.287261 15.087949 5.036823 0.2746 0.3161 -1.2986 -0.085
C 0.464193 11.683586 4.033507 -0.0696 -0.6434 1.1693 -0.113
H -5.152280 20.025252 16.489538 0.4926 -0.9468 0.4224 0.124
H -5.106305 18.697879 18.867262 0.0765 -0.0184 -0.0467 0.133
H -3.779148 22.615682 14.810211 0.2622 0.7211 -0.3504 0.074
H 1.660675 22.955666 3.304443 0.2366 0.3244 -0.4669 0.129
H -7.897925 17.119120 11.472808 0.0063 -0.0336 0.7719 0.177
H 4.493229 22.040408 5.198341 0.2094 0.2043 -0.0770 0.077
H 1.706692 14.214557 18.642029 -0.4071 -0.0858 0.1162 0.101
H 1.520734 10.283127 5.516286 -0.0479 0.5509 0.0944 0.079
H 5.281934 20.451810 12.809404 0.6660 -0.2483 0.2555 0.140
H -3.421162 18.785358 20.676146 0.2124 -0.1699 -0.3422 0.092
H -0.376726 23.093817 6.471334 0.3526 0.1919 -0.7602 0.080
H -6.369923 17.114376 10.857921 0.5308 0.4794 0.0340 0.166
H 0.514583 9.880671 11.816596 -0.0713 0.1269 -0.4369 0.091
H 5.144699 10.171123 19.409562 -0.6538 -0.2864 -0.8115 0.099
H 1.227276 11.333061 3.338567 0.0041 0.6739 -0.2672 0.134
H 4.966892 19.688625 19.664286 -0.2749 0.0099 -0.2605 0.098
H -5.227503 23.873230 18.161003 0.0478 -0.2454 -0.2961 0.138
H 6.621033 18.463940 12.365996 0.3073 -0.9715 0.5040 0.088
H -5.391694 18.433531 8.391246 -0.5245 -0.4866 0.2915 0.091
H -2.371368 23.246675 15.738743 -0.0189 0.1753 -0.4586 0.087
H -7.582925 23.306500 17.932150 -0.4172 -0.6216 -0.0695 0.080
H 3.038376 20.258907 16.276370 0.2090 -0.1313 0.3409 0.056
H 2.812955 22.949330 6.598130 -0.1581 0.9344 0.4743 0.121
H 3.057469 4.222500 10.479524 0.2999 0.1268 -0.0344 0.106
H 0.070672 11.394062 20.315481 -0.1431 0.2121 0.4492 0.136
H -0.144001 10.848873 6.051883 0.4574 0.3957 0.2793 0.071
H -10.163711 17.745674 9.715012 0.5671 0.5314 0.8804 0.104
H 2.150037 7.163266 12.495346 -1.0168 -0.3482 0.7670 0.131
H 5.259644 6.955625 20.957753 -0.5130 0.1404 0.4931 0.092
H -7.529282 21.938529 19.160278 0.4371 -0.5226 -0.7338 0.092
H 3.676921 18.201180 15.595391 0.0703 0.2454 -0.2816 0.132
H 2.608377 26.262951 4.662340 0.3614 -0.2107 0.1359 0.108
H -1.424449 13.363811 4.835897 0.2402 -0.0711 -0.3356 0.092
H 3.799139 9.015169 17.933225 -0.2754 -0.6462 0.0554 0.098
H -7.973788 19.415578 8.603685 0.0527 -0.0852 -0.2582 0.144
H -7.283545 23.518428 19.548983 0.6946 0.3191 0.2290 0.098
H -5.793333 21.842310 15.180728 0.5174 0.1301 -0.0363 0.100
H 0.022308 27.901354 3.480889 -0.5371 0.6853 -0.6246 0.103
H 1.110057 9.084653 13.144125 0.7296 -0.3981 0.2768 0.088
H -6.009869 23.459176 15.855124 -0.0503 -0.2330 0.6913 0.115
H -4.582757 19.477407 9.556442 0.1058 -0.1404 -0.1574 0.101
H -7.024208 21.954606 16.291027 -0.2651 0.9652 0.1366 0.094
H 4.881443 16.974768 17.426489 -0.2770 -0.8325 -1.2005 0.133
H -3.912714 24.109660 15.846994 -0.0510 -0.2334 0.1329 0.081
H 2.182182 8.188345 18.417303 0.6531 -0.3768 0.2086 0.111
H 1.091987 26.081329 5.357394 -0.1927 -0.9986 0.1385 0.102
H 0.818013 6.966777 11.289861 -0.1946 0.5763 -0.0351 0.154
H 1.617850 13.634214 2.620887 0.1458 0.0180 0.1224 0.136
H 5.182079 17.319882 12.688692 0.2607 0.2354 0.2745 0.097
H 6.386204 17.729810 16.990075 0.2004 -0.0879 -0.4654 0.124
H 4.356266 14.153982 4.479100 0.2103 0.0782 -0.3546 0.079
H 2.989810 21.917323 16.025063 0.6960 0.3744 -0.6050 0.090
H 1.951934 10.521573 12.501255 0.8149 -0.4917 -0.3195 0.095
H 5.342808 18.481874 11.387151 -0.6965 -0.0696 -0.0857 0.100
H -3.102118 22.279243 17.725972 -0.4401 0.2278 0.1745 0.113
H -0.514155 11.696892 3.553130 0.1758 -0.2532 0.0991 0.115
H 4.496986 10.586315 21.688094 0.4230 0.5133 0.8186 0.056
H 5.722202 11.651470 20.985953 -0.3125 0.3235 -0.0337 0.090
H 5.381708 21.005279 16.208708 0.1074 -0.7353 0.0030 0.121
H 7.218049 18.339292 14.511354 -0.3751 0.0302 0.3028 0.111
H 4.251970 7.733528 10.749670 -0.1684 0.8074 0.5516 0.156
H -4.983774 22.496995 19.262677 0.2319 0.2159 -0.0405 0.118
H -0.277573 27.314935 1.773388 0.0536 0.3267 -0.0396 0.106
H 0.560704 10.837046 18.799140 0.2845 0.1123 -0.5782 0.115
H 1.361745 15.096951 6.162859 -0.4847 -0.9505 0.7227 0.114
H 0.039863 9.708320 4.861676 0.0736 0.0030 -0.5499 0.086
H -9.702462 16.099941 9.777243 0.5720 -0.2366 0.0212 0.102
H 3.810842 24.518007 3.479027 -0.1362 0.1044 0.1950 0.117
H 2.521620 25.789441 6.385172 0.1716 -0.3842 -0.1432 0.114
H 6.002723 18.334077 19.538717 0.5136 -0.0619 -0.6388 0.091
H -7.353319 15.818411 10.645272 -0.0951 -0.4720 -0.0934 0.176
H 2.513919 6.555256 9.725016 -0.3411 -0.9696 -0.4750 0.158
H 7.281357 20.058726 14.159336 -0.3364 -0.0014 -0.3266 0.115
H 2.900243 12.684978 4.957882 -0.5590 -0.1146 -0.9335 0.134
H -7.393359 17.157389 8.629088 0.0793 -0.2997 0.2054 0.152
H 2.213823 25.269199 2.314215 0.2664 1.1277 0.0788 0.122
H 5.703898 8.583555 20.582854 0.3479 -0.2609 -0.4212 0.070
H 0.263616 13.704110 19.723424 0.2122 1.2710 0.2311 0.096
H 1.513919 4.576965 11.067806 -0.1281 0.3227 0.2203 0.112
H -3.473455 20.484940 21.063412 -0.6923 0.2338 -0.2133 0.088
H 3.523754 8.873512 21.733361 0.5851 -0.3493 0.0612 0.114
H -6.593549 20.280889 17.336408 -0.0421 -0.2286 0.9511 0.121
H 1.110568 15.121882 3.377823 0.1942 -0.3294 1.1903 0.129
H -0.635286 13.084944 6.316777 0.9845 0.2180 0.0005 0.105
H 4.343196 18.039001 19.692217 -0.6565 -0.0945 -0.6035 0.087
H 0.318517 13.050738 18.228802 0.5690 0.0758 -0.9865 0.089
H 2.786546 14.364414 6.946670 0.0469 -0.1665 0.0556 0.130
H 1.356574 27.784805 2.409176 0.2822 -0.3617 -0.3747 0.101
H 4.947529 14.944852 5.892189 -0.8472 0.1277 0.9652 0.093
H 1.834324 10.404577 21.523283 0.6962 -0.2488 -0.0776 0.138
H 0.999625 9.251373 20.480734 0.3866 -0.3090 -0.0142 0.137
H -0.491334 13.094547 1.914790 -0.9561 0.1068 0.0511 0.082
H 1.747664 12.489244 6.248784 -0.5423 -0.3535 -0.5134 0.115
H 3.874128 11.443232 18.943634 -0.0889 -0.6303 -0.2208 0.110
H -5.664818 20.167218 8.377652 -0.1577 0.0431 -0.1673 0.099
H -3.097689 21.177719 16.465003 -1.2125 -0.7383 0.0060 0.127
H 3.932186 19.455117 13.107030 -0.2247 0.0145 0.0832 0.131
H 4.389199 24.543898 5.151864 -0.3529 0.2137 0.0766 0.128
H 4.740925 6.345100 11.492975 0.2825 -0.1697 0.4377 0.174
H 4.777648 15.898009 4.496985 -0.2525 -0.1688 -0.3497 0.098
H 4.984271 17.212042 14.949184 0.0491 0.3793 -0.5697 0.124
H -0.495752 14.705857 5.420747 0.1904 -0.2780 0.4177 0.101
H 4.650641 6.513263 9.864333 0.0612 -0.8247 -0.3986 0.176
H 0.770699 24.696406 1.711684 -0.5258 -0.5061 0.1909 0.145
H -2.020011 19.929094 20.478384 0.0897 -0.5427 -0.6528 0.092
H 3.495395 22.054041 3.749764 0.2768 -0.5551 -0.1900 0.065
H 2.787899 7.665091 20.737726 -0.0518 0.0575 -0.2545 0.126
H -0.421658 14.791093 1.549313 0.6040 0.0460 0.0691 0.097
H 0.528517 24.539117 7.051345 -0.2374 -0.0761 -0.1475 0.068
H 5.169850 22.568983 3.600152 0.0003 0.1358 0.2584 0.098
H 2.895780 4.677173 12.169866 -0.0645 0.1866 0.1106 0.106
H -1.330494 14.422549 2.935247 -0.1133 -0.6044 0.0049 0.079
H 1.792154 22.179205 5.545956 -0.2350 0.1189 -0.4538 0.115
H 0.362220 23.769350 4.068136 -0.0866 0.0041 0.2656 0.134
H -9.625095 17.076092 8.345104 0.1522 -0.4550 -0.2384 0.108
H 2.223255 9.765806 17.796507 0.2133 0.5779 0.4774 0.090
H -8.476840 19.566672 10.232094 -0.2411 -0.6437 0.3905 0.145
H 7.124832 19.638972 15.793920 -0.2020 -0.5634 0.1435 0.109
H -5.530406 20.296190 19.527253 0.3485 -0.1985 0.7068 0.113
H 5.104373 7.379933 19.343867 -0.4023 0.6444 -0.2520 0.081
H 2.663064 20.696935 14.719997 0.2265 0.6553 -0.4649 0.071
H 5.277536 21.510610 14.567090 -0.1111 -0.1702 -0.1784 0.118
H 0.648386 23.001163 7.816602 0.3520 -0.0815 0.0383 0.077
H 3.959100 12.225292 21.268261 0.4638 0.1136 -0.0193 0.075
```
Positions in Å, forces in eV/Å.